No. 1
11
Properties=species:S:1:pos:R:3 method="wB97M-V/def2-TZVPD" charge=0 s_squared=2.010 gap_ha="0.2443 / 0.2653" e_tot_ev=-78798.563 e_above_lowest_kcal_mol=16.4 multiplicity=3
C 0.37552 0.31586 0.22203
C -0.87990 -1.83840 0.26131
C 1.74247 0.29703 -0.46113
N -0.05569 -0.98298 0.19833
O -0.20627 1.19550 0.83061
O -1.52088 -2.77577 0.15551
Br -3.22470 0.90157 0.13919
H 1.66513 -0.40470 -1.24789
H 2.46757 -0.03745 0.28745
H 1.88184 1.35411 -0.81048
H -2.24510 1.97522 0.42507

---

No. 2
13
Properties=species:S:1:pos:R:3 method="wB97M-V/def2-TZVPD" smiles="O=[N+]([O-])[C@@]1(Br)COCO1" charge=0 gap_ha=0.3636 e_tot_ev=-82893.788 e_above_lowest_kcal_mol=11.0
O 1.61432 1.50072 1.22401
N 1.13984 1.24572 0.10736
O 0.80395 2.08205 -0.73855
C 0.78062 -0.13554 -0.10486
Br 2.38145 -1.14327 0.19330
C -0.29540 -0.38181 1.00740
O -1.47330 -0.76452 0.28365
C -1.23085 -0.44243 -1.07542
O 0.20825 -0.49336 -1.25042
H -0.09159 -1.17275 1.68837
H -0.34838 0.43479 1.75374
H -1.87973 -1.23598 -1.56308
H -1.60918 0.50637 -1.52550

---

No. 3
10
Properties=species:S:1:pos:R:3 method="wB97M-V/def2-TZVPD" charge=0 gap_ha="0.2898 / 0.2159" e_tot_ev=-85540.817 e_above_lowest_kcal_mol=53.3
C -1.30053 1.70786 -0.29386
C 0.18729 -0.63122 -0.30045
C -0.34102 1.74980 0.68584
N -2.20462 1.63508 -1.01872
S 0.78874 0.52058 0.92546
Br 3.55549 0.14552 -0.09014
H 0.05329 0.16645 -1.09331
H -0.77916 -1.02590 -0.24351
H 0.90314 -1.52957 -0.39520
H -0.33878 2.55670 1.42196